Formula: C5H11NO
Source: the OMol25 dataset
Level of theory: wB97M-V/def2-TZVPD

The lowest unoccupied orbital energy comes out at 1.0 eV. As for the molar mass: 101.1 g mol⁻¹. As for the SMILES: C=CCCNCO. The spin multiplicity is 1. The energy above the lowest of the compared OMol25 structures with the same formula, charge and spin is 70.8 kcal/mol. Its HOMO-LUMO gap is 9.4 eV. The net charge is 0.

CARTESIAN COORDINATES (ANGSTROEM)
C (-0.5229, 0.7653, -1.0599)
H (0.6135, -2.2982, 2.2261)
N (0.0500, -0.1519, 1.1764)
H (-1.5673, -1.0265, 2.0964)
H (-1.2044, 1.5442, -1.4471)
H (-1.3823, 1.2743, 0.8705)
H (-1.1020, -0.1639, -0.9999)
O (-0.2524, -2.4664, 1.8264)
H (0.4274, 1.7256, 0.7259)
H (0.8452, -0.1360, 1.7933)
C (1.2553, 1.5963, -2.6248)
C (0.7862, 0.7451, -1.7046)
C (-0.8416, -1.2960, 1.3075)
H (-1.3907, -1.5244, 0.3927)
H (0.6146, 2.3928, -3.0280)
H (2.2633, 1.9976, -2.6414)
H (1.5644, 0.1742, -1.1899)
C (-0.3927, 1.0677, 0.4433)

Here are the Mulliken charges for atoms 1 to 6, given in e: number 1, C, carries -0.1846; number 2, H, carries 0.2749; number 3, N, carries -0.1641; number 4, H, carries 0.2516; number 5, H, carries 0.2926; number 6, H, carries 0.2618